[1]
{"formula": "C5H14NOP", "method": "wB97M-V/def2-TZVPD", "charge": 0, "e_lumo_ev": 0.7, "homo_lumo_gap_ev": 8.53, "relative_energy_kcal_mol": 9.9, "energy_ev": -18238.075, "multiplicity": 1, "homo_ha": -0.288, "max_force_ev_per_a": 3.18, "elements": ["C", "C", "C", "C", "C", "N", "O", "P", "H", "H", "H", "H", "H", "H", "H", "H", "H", "H", "H", "H", "H", "H"], "positions_angstrom": [[-2.373934, 0.882292, -0.129781], [-1.707068, -1.285508, 1.016991], [2.518820, -1.584210, -0.210724], [0.946958, 2.171363, -0.492073], [-1.556182, -0.368335, -0.152619], [1.948378, -0.355571, -0.714300], [1.252962, 0.455278, 1.669269], [0.855030, 0.489360, 0.259124], [-2.229181, 1.411977, 0.809726], [-2.113152, 1.545394, -0.951297], [-3.437554, 0.640556, -0.215699], [-1.518528, -0.749835, 1.946950], [-1.008194, -2.117418, 0.958283], [-2.721332, -1.693360, 1.060347], [1.902672, -2.465039, -0.414564], [3.503626, -1.737930, -0.656983], [2.628800, -1.470787, 0.866909], [0.619875, 2.169526, -1.525911], [0.321772, 2.836715, 0.097541], [1.986088, 2.487673, -0.419425], [-1.485926, -0.857819, -1.117768], [1.666072, -0.404323, -1.683988]], "forces_ev_per_a": [[-0.01, -0.03, -0.08], [0.03, -0.06, 0.01], [0.22, -0.31, 0.15], [-0.21, -0.65, 0.49], [2.93, 1.07, 0.62], [-0.59, 0.41, -0.05], [-0.05, -0.16, 0.93], [-2.02, -0.22, -2.00], [-0.05, 0.09, 0.07], [-0.05, 0.10, -0.05], [-0.12, 0.02, 0.00], [0.00, -0.02, 0.07], [-0.01, -0.08, 0.05], [-0.10, -0.05, 0.02], [-0.01, -0.02, 0.04], [-0.03, -0.04, 0.09], [0.10, -0.14, -0.03], [-0.05, -0.01, -0.17], [-0.08, 0.08, -0.03], [0.02, -0.01, -0.01], [0.05, -0.01, -0.08], [0.04, 0.04, -0.04]]}

[2]
{"formula": "C6H13N3", "method": "wB97M-V/def2-TZVPD", "charge": 0, "e_lumo_ev": 1.0, "homo_lumo_gap_ev": 8.03, "relative_energy_kcal_mol": 51.2, "energy_ev": -10901.190, "multiplicity": 1, "homo_ha": -0.257, "max_force_ev_per_a": 2.93, "elements": ["C", "C", "C", "C", "C", "C", "N", "N", "N", "H", "H", "H", "H", "H", "H", "H", "H", "H", "H", "H", "H", "H"], "positions_angstrom": [[2.389102, 0.243161, 0.513446], [0.061090, 2.069858, -0.501680], [-2.550951, 0.574754, -0.731686], [1.007377, -0.245265, 0.144641], [-0.135654, 0.668972, 0.005903], [-1.365884, 0.029872, 0.031699], [1.694885, -2.426252, 0.069272], [-1.703629, -0.935650, 0.970438], [0.718981, -1.501404, -0.169836], [1.476099, -3.276200, -0.449436], [1.715084, -2.699009, 1.055021], [-0.877788, -1.454726, 1.275959], [-2.423295, -1.580872, 0.658651], [2.363108, 1.240435, 0.957397], [2.861214, -0.404096, 1.257583], [3.018486, 0.247854, -0.381213], [1.054575, 2.456370, -0.265123], [-0.669479, 2.754322, -0.055372], [-0.047855, 2.118314, -1.590041], [-3.212622, -0.243491, -1.036950], [-3.131862, 1.268162, -0.117137], [-2.240983, 1.094891, -1.641534]], "forces_ev_per_a": [[-0.13, -0.20, 0.43], [-0.31, -0.01, -0.23], [0.12, 0.08, 0.11], [-0.46, -1.58, -0.17], [-0.44, -1.62, -0.39], [0.07, 1.79, 0.48], [1.59, -1.44, 0.30], [0.20, -0.72, -0.39], [-0.26, 2.92, 0.04], [-0.10, 0.33, 0.20], [0.15, 0.16, -0.18], [-0.61, 0.27, -0.06], [0.16, 0.13, 0.05], [-0.08, -0.06, -0.23], [-0.02, -0.03, -0.23], [0.02, 0.00, 0.12], [-0.09, -0.13, 0.02], [0.12, -0.06, -0.13], [0.02, 0.15, -0.04], [0.07, 0.08, 0.13], [-0.05, -0.04, -0.03], [0.03, -0.03, 0.19]]}

[3]
{"formula": "C26H30N3O6P2PbS", "method": "wB97M-V/def2-TZVPD", "charge": -1, "e_lumo_ev": 2.4, "homo_lumo_gap_ev": 6.22, "relative_energy_kcal_mol": 0.0, "energy_ev": -78873.096, "multiplicity": 1, "homo_ha": -0.142, "max_force_ev_per_a": 0.47, "elements": ["Pb", "N", "C", "C", "P", "O", "O", "O", "P", "O", "O", "O", "H", "H", "H", "H", "H", "H", "H", "H", "C", "C", "C", "C", "C", "C", "C", "C", "C", "S", "C", "N", "H", "H", "H", "H", "H", "H", "H", "H", "C", "C", "C", "C", "C", "H", "H", "H", "H", "H", "H", "H", "H", "H", "H", "N", "C", "C", "C", "C", "C", "C", "C", "C", "C", "H", "H", "H", "H"], "positions_angstrom": [[-0.151822, 0.379926, -0.415941], [2.225104, 0.694248, 3.641231], [2.998921, 0.009893, 2.534547], [4.247066, -0.622445, 3.126564], [1.792708, -1.177995, 1.802575], [1.986724, -2.415872, 2.841741], [2.164247, -1.596825, 0.431427], [0.467787, -0.511248, 2.083446], [3.435042, 1.497816, 1.466915], [4.724846, 0.996250, 0.628064], [3.883797, 2.463151, 2.526474], [2.331528, 1.795462, 0.525972], [2.292611, 0.172592, 4.512839], [1.232903, 0.687973, 3.320201], [2.639038, 1.644670, 3.730804], [3.993285, -1.310518, 3.936286], [4.934414, 0.142339, 3.495771], [4.748903, -1.204155, 2.354889], [1.697462, -3.244649, 2.439524], [5.529135, 1.194617, 1.120565], [1.741052, 2.167305, -2.680918], [0.572860, 3.083290, -2.477996], [0.548197, 4.351741, -3.110788], [-0.521349, 5.165694, -2.911094], [-1.574134, 4.764657, -2.054896], [-2.689209, 5.597167, -1.808995], [-3.653995, 5.170590, -0.941350], [-3.534649, 3.933029, -0.290095], [-2.466469, 3.080103, -0.494248], [-2.409973, 1.584999, 0.415849], [-1.464893, 3.503120, -1.430432], [-0.399841, 2.688487, -1.692076], [2.366111, 2.508964, -3.504993], [1.405981, 1.154865, -2.908542], [2.330984, 2.118704, -1.762697], [1.370284, 4.640382, -3.751194], [-0.581862, 6.134961, -3.393840], [-2.753373, 6.557083, -2.305570], [-4.518827, 5.789422, -0.735107], [-4.300211, 3.629105, 0.411600], [-1.904857, -3.003379, -3.419725], [-1.222817, -1.667357, -3.098385], [-1.571469, -0.650246, -4.185520], [0.293938, -1.890519, -3.082955], [-1.703050, -1.121275, -1.756429], [-1.630528, -3.352475, -4.420284], [-2.990693, -2.899341, -3.372255], [-1.613998, -3.769950, -2.699373], [-1.134975, -0.936979, -5.145577], [-1.191517, 0.340563, -3.920509], [-2.653498, -0.568348, -4.309972], [0.624259, -2.429828, -3.976023], [0.600268, -2.463088, -2.205235], [0.835004, -0.942453, -3.056559], [-2.551091, -0.440326, -1.801277], [-0.848701, -5.270684, 6.595002], [-0.996129, -4.811906, 5.548849], [-1.180725, -4.243898, 4.247418], [-0.650293, -4.876891, 3.121223], [-0.829650, -4.325039, 1.871202], [-1.540950, -3.121652, 1.705761], [-2.065986, -2.495511, 2.850431], [-1.889711, -3.048394, 4.098913], [-1.701857, -2.540465, 0.435699], [-1.712775, -1.961567, -0.639050], [-0.100545, -5.802385, 3.234527], [-0.419504, -4.811631, 0.995982], [-2.595464, -1.559993, 2.734919], [-2.293074, -2.553882, 4.972688]], "forces_ev_per_a": [[0.27, 0.22, 0.11], [-0.08, 0.07, 0.17], [0.02, -0.01, 0.01], [0.07, -0.06, -0.05], [0.13, -0.13, -0.14], [0.04, 0.01, 0.12], [-0.06, -0.02, -0.03], [-0.16, 0.11, 0.02], [0.12, -0.11, -0.12], [0.05, -0.07, 0.00], [-0.07, 0.07, 0.08], [-0.06, 0.03, 0.00], [-0.05, 0.00, -0.01], [0.12, 0.03, 0.01], [-0.05, -0.06, -0.04], [-0.01, 0.01, -0.01], [-0.01, 0.00, 0.01], [0.01, 0.01, -0.01], [-0.06, 0.04, 0.01], [-0.05, 0.05, -0.01], [0.00, -0.04, -0.05], [0.00, 0.06, -0.06], [-0.07, -0.07, 0.03], [-0.03, 0.00, 0.01], [-0.02, 0.14, -0.05], [0.02, -0.04, 0.01], [0.01, 0.02, -0.02], [-0.02, 0.01, 0.00], [-0.01, -0.03, -0.01], [0.04, 0.02, 0.02], [0.07, -0.10, 0.05], [-0.10, -0.04, 0.07], [0.03, 0.01, 0.03], [-0.01, 0.00, -0.03], [0.03, -0.02, 0.03], [0.01, 0.01, 0.00], [0.00, 0.00, 0.00], [0.00, 0.02, -0.01], [0.00, 0.02, -0.01], [-0.01, -0.02, 0.01], [-0.03, 0.01, -0.06], [0.09, -0.04, -0.05], [0.04, 0.02, 0.03], [0.00, -0.07, -0.01], [0.04, -0.09, -0.10], [0.00, -0.02, -0.01], [-0.02, 0.01, -0.02], [0.01, 0.01, 0.04], [-0.01, -0.02, -0.02], [0.02, 0.01, 0.01], [-0.02, 0.01, 0.01], [-0.02, 0.00, -0.01], [0.00, -0.02, 0.03], [0.00, 0.04, 0.02], [-0.08, -0.08, -0.02], [0.00, 0.00, 0.00], [0.02, -0.03, 0.03], [0.03, -0.02, 0.07], [-0.02, 0.03, 0.03], [0.01, 0.00, -0.05], [0.04, -0.02, 0.02], [-0.04, -0.05, 0.05], [0.00, 0.01, -0.11], [0.23, -0.05, 0.03], [-0.42, 0.20, -0.10], [0.00, -0.01, 0.02], [0.00, 0.00, -0.01], [0.02, 0.01, 0.00], [0.01, -0.01, 0.02]]}

[4]
{"formula": "C4H13N3O", "method": "wB97M-V/def2-TZVPD", "charge": 0, "e_lumo_ev": 1.0, "homo_lumo_gap_ev": 8.94, "relative_energy_kcal_mol": 134.8, "energy_ev": -10871.833, "multiplicity": 1, "homo_ha": -0.293, "max_force_ev_per_a": 6.68, "elements": ["C", "C", "C", "C", "N", "N", "N", "O", "H", "H", "H", "H", "H", "H", "H", "H", "H", "H", "H", "H", "H"], "positions_angstrom": [[0.267839, 0.085733, 0.588326], [2.760024, 0.537276, 0.911948], [-0.178685, -1.484811, -1.176798], [-2.900534, 0.358202, -0.096275], [1.785648, 0.381091, -0.147159], [-0.488543, -0.218129, -0.548278], [-1.741493, -0.307268, 0.456385], [1.760193, 1.608944, -0.849024], [0.894090, 2.011560, -1.004758], [-1.933994, -1.269852, 0.736921], [0.039504, 1.067378, 1.017887], [0.511453, -0.730272, 1.281603], [3.715700, 0.856008, 0.488428], [2.912808, -0.435214, 1.379899], [2.452487, 1.275309, 1.671730], [-0.958169, -1.712384, -1.902641], [0.789908, -1.354900, -1.660282], [-0.091975, -2.318670, -0.464216], [-3.660587, 0.466987, 0.680920], [-3.342257, -0.171335, -0.948275], [-2.593418, 1.354348, -0.416340]], "forces_ev_per_a": [[6.07, 1.84, -2.08], [0.08, 0.36, 0.02], [-0.02, -0.10, 0.08], [-0.03, -0.12, -0.26], [-2.40, -1.33, 1.60], [-3.93, -0.36, 2.73], [0.32, -0.17, -1.71], [0.68, 1.05, -0.32], [-0.31, -0.86, 0.45], [0.24, 0.04, -0.52], [-0.18, -0.52, 0.16], [-0.32, 0.21, 0.02], [-0.10, 0.00, 0.01], [-0.08, -0.01, 0.03], [0.09, -0.06, -0.03], [0.10, -0.02, -0.07], [-0.12, -0.07, -0.10], [-0.02, 0.08, 0.05], [0.06, -0.05, 0.00], [-0.04, 0.13, -0.05], [-0.10, -0.04, 0.00]]}

[5]
{"formula": "C2H5N3OS", "method": "wB97M-V/def2-TZVPD", "charge": 0, "e_lumo_ev": 0.3, "homo_lumo_gap_ev": 8.29, "relative_energy_kcal_mol": 67.4, "energy_ev": -19506.027, "multiplicity": 1, "homo_ha": -0.293, "max_force_ev_per_a": 2.28, "elements": ["C", "C", "H", "H", "H", "H", "H", "N", "N", "N", "O", "S"], "positions_angstrom": [[-0.015124, 0.747492, -0.816248], [0.689350, -0.388612, 1.357675], [-0.735603, 0.914442, -2.709311], [-1.129980, -0.578036, -1.813344], [-1.878793, -1.006077, 0.255412], [0.522096, -1.386745, 1.785459], [1.934953, 0.255412, 2.660376], [-0.577567, 0.283584, -1.922340], [-0.102801, -0.228669, 0.173743], [1.454804, 0.497403, 1.793595], [-0.978923, -1.289324, -0.032396], [0.817586, 2.179131, -0.732620]], "forces_ev_per_a": [[1.12, -0.04, 0.33], [-0.54, -0.25, -0.44], [0.20, -0.40, 0.64], [0.53, 0.79, -0.60], [0.88, -0.02, 0.00], [-0.12, 0.24, -0.15], [-0.18, -0.32, -0.32], [-1.62, -0.43, -1.55], [0.58, 0.54, 1.68], [0.15, 0.45, 0.18], [-0.60, -0.22, 0.11], [-0.41, -0.34, 0.12]]}

[6]
{"formula": "C3H8N2O", "method": "wB97M-V/def2-TZVPD", "charge": 0, "e_lumo_ev": [0.3, 0.2], "homo_lumo_gap_ev": [9.13, 9.51], "relative_energy_kcal_mol": 160.6, "energy_ev": -8262.360, "multiplicity": 1, "homo_ha": [-0.325, -0.340], "max_force_ev_per_a": 3.05, "elements": ["C", "C", "C", "N", "N", "O", "H", "H", "H", "H", "H", "H", "H", "H"], "positions_angstrom": [[-0.424255, -1.211768, -0.608461], [-0.778059, 0.191105, -0.382525], [-2.041027, 0.811293, 0.165895], [0.255731, -0.414308, 0.393999], [3.109064, 0.087058, 0.479754], [2.081450, 0.082621, -0.379862], [-0.770700, -2.058580, -0.032509], [-0.128110, -1.402328, -1.661165], [-0.281813, 0.847004, -1.208991], [-1.888333, 1.746823, 0.737859], [-2.565474, 0.227577, 1.002764], [-2.731196, 1.122140, -0.674393], [3.233000, -0.769788, 0.910427], [2.929727, 0.741150, 1.257205]], "forces_ev_per_a": [[0.23, -0.74, -0.56], [0.28, 2.15, -1.09], [-1.20, 0.49, 1.35], [1.11, 0.32, -0.11], [-1.84, 2.42, -0.29], [0.36, 0.01, 0.34], [-0.90, -0.20, -0.49], [0.57, -0.13, 1.05], [-1.03, -1.11, 1.24], [0.59, -0.13, -0.56], [0.57, 0.13, -1.70], [0.56, -0.79, 0.96], [0.47, -2.60, 0.56], [0.23, 0.19, -0.68]]}